# C40H41BBr2F4N8O4PY

C40H41BBr2F4N8O4PY as an isolated structure in a non-equilibrium geometry (ωB97M-V with the def2-TZVPD basis set, OMol25).

Kohn-Sham gap	7.85	eV
2S+1	1
total energy	-224232.694	eV
largest force on an atom	0.0228	hartree/bohr
HOMO level	-0.3135	hartree

Each line ends with the Mulliken charge.
Geometry (Å):
Y 0.0524 0.4650 -0.4162  -1.00
N 2.5474 -0.3780 0.3657  -0.49
C 3.1736 -0.9586 -0.8336  -1.09
C 2.1556 -1.8535 -1.5458  0.01
O 2.4837 -2.9839 -1.8996  -0.75
N 0.9633 -1.2551 -1.7189  2.00
C -0.0311 -2.0886 -2.3985  -1.44
C -1.4552 -1.7361 -1.9851  0.74
O -2.4022 -2.1746 -2.6127  -0.80
O -1.5524 -0.9751 -0.9353  0.22
H 2.3962 -1.1323 1.0299  -0.05
H 3.1941 0.2615 0.8120  0.40
H 3.4583 -0.1479 -1.5095  0.24
H 4.0574 -1.5586 -0.6134  0.54
H 0.0346 -1.9937 -3.4863  0.22
H 0.1379 -3.1441 -2.1786  0.70
Br 5.1033 5.5309 -2.1227  -0.17
C 3.7803 4.2591 -1.6792  -0.56
C 3.0877 3.5932 -2.6684  -0.86
C 2.1697 2.6363 -2.2700  -0.86
N 1.8877 2.3515 -1.0002  1.06
C 2.4945 3.0771 -0.0516  0.36
C 3.4902 4.0003 -0.3554  -0.69
C 2.0068 2.9414 1.3424  0.84
C 2.3148 3.9177 2.2862  -0.80
C 1.7706 3.8209 3.5506  -1.10
Br 2.1669 5.1316 4.8432  -0.16
C 0.9265 2.7725 3.8526  -1.58
C 0.6807 1.8562 2.8480  -0.30
N 1.2026 1.9130 1.6267  1.28
H 3.2539 3.8003 -3.7152  0.51
H 1.6395 2.0707 -3.0202  0.39
H 4.0299 4.5255 0.4162  0.58
H 2.9247 4.7708 2.0392  0.53
H 0.4557 2.6769 4.8203  0.60
H 0.0259 1.0238 3.0512  0.26
O -3.0035 -0.6088 1.1650  -0.38
N -2.6486 0.7101 1.1989  -0.23
C -2.3634 1.0971 2.3747  -0.94
C -2.2654 0.1992 3.5469  0.60
C -2.9069 0.5548 4.7301  -0.81
C -2.8695 -0.2809 5.8322  -0.79
C -2.1720 -1.4770 5.7651  -0.83
C -1.4927 -1.8205 4.6069  -0.70
C -1.5248 -0.9986 3.4838  0.57
P -0.5286 -1.4398 1.9741  2.20
C 0.9491 -2.1509 2.8673  0.30
C 1.1476 -3.5158 3.0789  -0.47
C 2.2458 -3.9744 3.7933  -0.76
C 3.1675 -3.0820 4.3174  -0.74
C 2.9849 -1.7222 4.1175  -0.87
C 1.8935 -1.2667 3.3939  -0.07
C -1.2877 -2.9955 1.3809  0.40
C -2.5201 -3.4678 1.8165  -0.99
C -3.0420 -4.6368 1.2800  -0.72
C -2.3477 -5.3319 0.3023  -0.82
C -1.1156 -4.8651 -0.1334  -0.73
C -0.5880 -3.7039 0.4047  -0.69
H -2.8273 -0.8632 0.2297  0.45
H -2.1980 2.1656 2.4796  0.58
H -3.4571 1.4875 4.7704  0.52
H -3.3833 0.0002 6.7423  0.42
H -2.1439 -2.1396 6.6204  0.46
H -0.9298 -2.7436 4.5774  0.49
H 0.4410 -4.2347 2.6903  0.37
H 2.3782 -5.0384 3.9438  0.45
H 4.0225 -3.4399 4.8761  0.39
H 3.6914 -1.0093 4.5246  0.49
H 1.7787 -0.2033 3.2368  0.71
H -3.0809 -2.9158 2.5573  0.43
H -4.0013 -4.9987 1.6277  0.42
H -2.7701 -6.2304 -0.1285  0.39
H -0.5678 -5.3998 -0.8990  0.47
H 0.3789 -3.3444 0.0651  0.85
F -2.1501 4.5052 -0.2515  -0.33
B -0.9514 4.0760 0.2536  0.75
F 0.1417 4.6177 -0.4157  -0.36
F -0.8511 4.2616 1.6317  -0.37
F -0.8963 2.5894 0.0494  0.59
C -0.0526 -0.2982 -6.2665  -0.68
C 1.1064 -0.1321 -5.3044  -0.72
N 0.6671 0.4341 -4.0307  0.15
C -0.5975 0.9211 -3.7769  0.15
N -0.9250 1.1649 -2.5289  0.49
C -2.2871 1.6856 -2.3016  -0.69
C -3.2643 1.1456 -3.3281  -0.69
C -2.7790 1.5634 -4.6976  -0.77
N -1.3934 1.1481 -4.8537  0.18
C -0.8798 0.9732 -6.2008  -0.81
H -0.6787 -1.1421 -5.9689  0.29
H 0.3164 -0.4705 -7.2772  0.44
H 1.8505 0.5364 -5.7513  0.49
H 1.5949 -1.0891 -5.1133  0.28
H 1.0215 -0.0640 -3.2151  -0.21
H -2.2640 2.7790 -2.3387  0.67
H -2.6065 1.4022 -1.3003  -0.23
H -4.2657 1.5335 -3.1427  0.48
H -3.2901 0.0556 -3.2659  0.21
H -2.8690 2.6476 -4.8308  0.29
H -3.3659 1.0744 -5.4775  0.51
H -0.2688 1.8351 -6.4983  0.24
H -1.7306 0.9151 -6.8776  0.46

# C4H12

A 2-piece molecular cluster, C4H12 overall in a non-equilibrium geometry (ωB97M-V with the def2-TZVPD basis set, OMol25).

Kohn-Sham gap	12.17	eV
2S+1	1
SMILES	CC.CC
total energy	-4340.687	eV
largest force on an atom	0.0910	hartree/bohr
HOMO level	-0.4054	hartree

Each line ends with the Mulliken charge.
Geometry (Å):
C 0.3118 1.1900 0.5939  -0.50
C 0.8608 2.3642 1.4608  -1.07
H -0.7959 1.4586 0.4224  0.23
H 0.7652 1.5315 -0.3934  0.25
H 0.4987 0.1270 0.7390  0.05
H 1.7808 1.8936 1.8627  0.29
H 0.3145 2.4887 2.2931  0.35
H 1.0995 3.2624 0.8770  0.29
C -0.2675 -2.0463 -0.3772  -0.72
C -0.9709 -1.5870 -1.6312  -0.73
H -1.0028 -2.0579 0.6061  0.23
H 0.1727 -3.1119 -0.6388  0.26
H 0.5472 -1.4517 0.0226  0.28
H -0.8834 -2.2999 -2.4011  0.33
H -0.4390 -0.7283 -2.0489  0.23
H -1.9917 -1.0330 -1.3870  0.22

# C25H33IrO2S

C25H33IrO2S as an isolated structure in a non-equilibrium geometry (ωB97M-V with the def2-TZVPD basis set, OMol25).

Kohn-Sham gap (spin up / spin down)	6.90 / 5.98	eV
2S+1	6
total energy	-44215.167	eV
total charge	+1
largest force on an atom	0.0526	hartree/bohr
HOMO level (spin up / spin down)	-0.3245 / -0.4333	hartree

Each line ends with the Mulliken charge.
Geometry (Å):
O -0.8274 -0.5232 -2.2215  0.04
C -1.4928 0.4309 -3.1925  -1.01
C -0.6868 -0.0502 -4.3817  -0.85
H -1.3535 1.4887 -2.9385  0.39
H -2.5675 0.2145 -3.2766  0.48
C -0.3535 -1.2125 -3.4301  1.17
H 0.1841 0.5536 -4.6074  0.29
H -1.2290 -0.3356 -5.2740  0.36
C 1.1033 -1.5656 -3.3885  -1.37
H 1.7095 -0.6574 -3.2840  0.22
H 1.3784 -2.0550 -4.3308  0.47
H 1.2948 -2.2829 -2.5812  0.18
C -1.2245 -2.4356 -3.6990  -1.39
H -2.2605 -2.1191 -3.8935  0.37
H -1.2422 -3.0894 -2.8167  0.16
H -0.8404 -2.9816 -4.5720  0.42
Ir -0.5558 -0.8420 0.8353  1.61
C -2.5254 -1.4370 1.7349  -0.66
C -2.3482 -0.1003 2.1882  0.01
C -2.1236 0.7411 1.0479  -1.12
H -2.3461 0.2387 3.2213  0.60
C -2.3381 -0.0597 -0.1243  -0.36
C -2.5791 -1.4123 0.2944  -0.66
H -2.7855 -2.2581 -0.3649  0.52
H -2.5904 -2.3187 2.3828  0.51
H -1.8548 1.7914 1.0121  0.54
H -2.3325 0.3029 -1.1334  0.76
C 0.8806 -3.1609 2.3152  -0.30
C -0.1793 -3.4378 1.4269  -1.57
C 0.0128 -2.6898 0.1928  -0.12
H -0.9802 -4.1533 1.5952  0.60
C 1.2485 -1.9071 0.3884  -0.38
C 1.6997 -2.1589 1.7531  -1.11
H 2.5629 -1.7023 2.2317  0.72
H 1.0907 -3.6747 3.2515  0.48
H -0.4507 -2.8806 -0.7837  0.56
H 1.8230 -1.5037 -0.4502  0.80
O 2.1462 1.6133 -2.7218  -0.46
C 1.7960 1.4106 -1.3366  0.53
C 0.7719 2.4888 -0.9275  0.41
H 2.7013 1.5263 -0.7216  0.44
H 1.4346 0.3684 -1.2470  -0.89
C 1.0519 3.6431 -1.9285  -0.68
H 0.9027 2.7872 0.1255  0.48
H -0.2534 2.1279 -1.0549  -0.61
C 2.0684 3.0419 -2.9451  -0.53
H 1.5082 4.5023 -1.4236  0.30
H 0.1154 3.9495 -2.4241  0.28
H 3.0592 3.4946 -2.7292  0.30
H 1.8119 3.2059 -3.9975  0.35
S 0.8413 0.6436 1.8465  -0.36
C 0.5116 0.8477 3.5645  0.90
C 1.3595 0.2322 4.5102  -0.32
C 1.3735 0.6982 5.8196  -0.68
C 0.4931 1.7126 6.2309  -0.49
C -0.4774 2.1926 5.3357  -0.73
C -0.4405 1.7891 4.0067  -0.41
H 2.0458 -0.5413 4.1708  0.27
H 2.0872 0.2787 6.5317  0.38
H 0.5303 2.1005 7.2471  0.39
H -1.2506 2.8923 5.6693  0.38
H -1.1091 2.2375 3.2717  0.40

# C15H18BrMnNOSSe2

C15H18BrMnNOSSe2 as an isolated structure in a non-equilibrium geometry (ωB97M-V with the def2-TZVPD basis set, OMol25).

Kohn-Sham gap (spin up / spin down)	7.62 / 7.31	eV
2S+1	2
total energy	-262272.331	eV
largest force on an atom	0.0269	hartree/bohr
HOMO level (spin up / spin down)	-0.2680 / -0.2572	hartree

Each line ends with the Mulliken charge.
Geometry (Å):
Mn -0.3976 -0.2050 0.2076  -0.26
O 0.6536 -1.5998 1.0090  -0.72
N 1.3407 -1.3160 2.1181  0.41
C 2.2247 -2.2614 2.5260  -0.30
C 2.9622 -2.0874 3.6558  -0.71
C 2.7899 -0.9032 4.3923  -0.14
C 1.8965 0.0329 3.9584  -0.79
C 1.1357 -0.1579 2.7824  0.53
S 0.0053 0.9556 2.1664  -0.45
H 2.2700 -3.1215 1.8764  0.44
H 3.6596 -2.8548 3.9560  0.40
H 3.3628 -0.7316 5.2937  0.38
H 1.7398 0.9571 4.4961  0.41
C -1.9643 3.4401 -0.9287  -0.98
Se -2.2693 1.7429 -0.0426  0.23
C -3.2146 0.8945 -1.5262  -0.80
C -3.6379 -0.5079 -1.1276  -0.86
Se -2.0620 -1.6354 -0.8903  0.15
C -2.7991 -2.8485 0.4230  -1.01
H -1.4820 3.3019 -1.8907  0.34
H -1.3127 4.0268 -0.2859  0.32
H -2.9171 3.9495 -1.0496  0.35
H -2.5396 0.8788 -2.3819  0.38
H -4.0879 1.4963 -1.7773  0.51
H -4.2707 -0.9633 -1.8866  0.42
H -4.1757 -0.4992 -0.1795  0.40
H -3.1809 -2.2930 1.2762  0.31
H -1.9872 -3.4954 0.7449  0.30
H -3.5835 -3.4399 -0.0410  0.37
Br 4.0113 1.6298 -4.4811  -0.23
C 2.7227 1.1297 -3.1801  0.23
C 1.4390 1.6384 -3.2604  -0.89
C 0.5091 1.2622 -2.2973  0.80
C 0.8022 0.3956 -1.2387  0.06
C 2.1154 -0.1021 -1.2229  0.22
C 3.0729 0.2553 -2.1680  -0.85
H 1.1717 2.3114 -4.0655  0.41
H -0.4922 1.6616 -2.3954  -0.10
H 2.4108 -0.7942 -0.4434  0.32
H 4.0784 -0.1432 -2.1213  0.41

# C2H6N3S

An isolated ion of composition C2H6N3S and charge +1 in a non-equilibrium geometry (ωB97M-V with the def2-TZVPD basis set, OMol25).

Kohn-Sham gap	9.41	eV
2S+1	1
total energy	-17468.457	eV
total charge	+1
largest force on an atom	0.1060	hartree/bohr
HOMO level	-0.5045	hartree

Each line ends with the Mulliken charge.
Geometry (Å):
C 1.7010 -0.3843 0.1500  0.15
C -0.8791 0.6773 -0.2708  0.06
N 1.7602 0.9203 -0.2512  -0.28
N 0.5820 -0.9213 0.4145  -0.53
N -2.1186 0.6220 0.1252  -0.27
S 0.2564 1.8408 0.1095  0.04
H 2.7232 -0.9043 0.1400  0.34
H -0.7351 0.1037 -1.1461  0.39
H 2.6724 1.4528 -0.5533  0.32
H 0.4838 -1.9309 0.6086  0.23
H -2.8633 0.3448 -0.4451  0.26
H -2.4176 1.1597 1.0314  0.29

# C34H53IN4PbSi2Te

C34H53IN4PbSi2Te as an isolated structure (ωB97M-V with the def2-TZVPD basis set, OMol25).

Kohn-Sham gap	5.46	eV
2S+1	1
total energy	-78480.411	eV
total charge	-2
largest force on an atom	0.0133	hartree/bohr
HOMO level	-0.0512	hartree

Each line ends with the Mulliken charge.
Geometry (Å):
Pb 0.7329 0.0779 1.2163  0.09
C 1.2401 4.8042 1.2906  -1.18
Si 0.2487 3.3815 0.5609  -0.04
C -1.3277 4.0854 -0.1896  -0.54
C 1.2571 2.6656 -0.8499  -1.01
N -0.0348 2.1277 1.6872  0.88
C -0.6808 2.2295 2.9075  0.82
C -1.3094 3.3922 3.3580  -0.77
C -1.9420 3.4733 4.6015  -0.99
C -1.9667 2.3640 5.4218  -1.02
C -1.3670 1.1782 4.9885  -0.62
C -0.7286 1.0648 3.7511  0.51
N -0.1559 -0.1066 3.2831  0.68
Si -0.0241 -1.5849 4.1224  -0.01
C -1.6870 -2.3772 4.5170  -1.15
C 0.8967 -2.7984 3.0281  -1.09
C 0.9462 -1.4560 5.7299  -1.05
H 1.2638 5.6576 0.6035  0.32
H 2.2671 4.4738 1.4744  0.26
H 0.8323 5.1385 2.2471  0.35
H -1.0884 4.8360 -0.9516  0.33
H -1.9653 4.5582 0.5622  0.36
H -1.9104 3.2936 -0.6712  -0.15
H 1.4989 3.4501 -1.5755  0.60
H 0.7330 1.8618 -1.3830  -0.01
H 2.2072 2.2660 -0.4781  0.21
H -1.3046 4.2695 2.7199  0.14
H -2.4105 4.4026 4.9068  0.35
H -2.4519 2.3996 6.3911  0.34
H -1.4046 0.3097 5.6379  0.21
H -2.2171 -2.6052 3.5873  0.28
H -2.3332 -1.7327 5.1175  0.34
H -1.5353 -3.3165 5.0609  0.36
H 0.4058 -2.9432 2.0607  0.18
H 0.9472 -3.7754 3.5214  0.50
H 1.9246 -2.4721 2.8365  0.20
H 0.5721 -0.6507 6.3666  0.33
H 1.9922 -1.2281 5.5064  0.23
H 0.9004 -2.3953 6.2928  0.36
C -2.5692 0.3416 0.0967  -0.72
C -3.7752 0.4470 -0.8326  0.36
C -4.2031 -0.9327 -1.3399  -1.32
C -3.6156 1.4541 -1.9605  0.90
C -4.6403 2.3721 -2.1697  -0.93
C -4.5655 3.3365 -3.1636  -1.31
C -3.4312 3.3987 -3.9499  -0.72
C -2.3729 2.5039 -3.7816  0.22
C -1.1166 2.7875 -4.6008  0.89
C -0.2157 1.6235 -5.0126  -1.76
C -0.2793 3.8452 -3.8701  -1.27
C -2.4948 1.5109 -2.8046  -0.40
N -1.4058 0.6248 -2.6070  1.82
C -1.3756 -0.4023 -3.3443  -1.26
C -0.2200 -1.3135 -3.3590  -0.39
C 0.0314 -2.2811 -4.4314  -0.51
C 1.3990 -2.6924 -4.1513  -0.94
C 1.7769 -2.0413 -3.0169  -0.62
N 0.7850 -1.1973 -2.5345  0.27
C 3.0320 -2.1708 -2.1933  2.98
C 4.0868 -2.9944 -2.9251  -2.51
C 2.6607 -2.8602 -0.8720  -1.42
C 3.5781 -0.7737 -1.8805  -1.44
H -2.8326 -0.2607 0.9707  0.47
H -2.2360 1.3186 0.4569  -0.08
H -1.7248 -0.1415 -0.3980  -0.27
H -4.6047 0.8405 -0.2358  0.60
H -3.4119 -1.4331 -1.9045  0.05
H -5.0866 -0.8622 -1.9794  0.36
H -4.4423 -1.5797 -0.4907  0.43
H -5.5088 2.3266 -1.5214  0.39
H -5.3739 4.0436 -3.3055  0.37
H -3.3383 4.1661 -4.7122  0.38
H -1.4863 3.2379 -5.5281  0.54
H 0.3149 1.1868 -4.1649  0.15
H 0.5293 2.0031 -5.7182  0.56
H -0.7672 0.8206 -5.5085  0.30
H 0.0783 3.4459 -2.9178  -0.18
H -0.8629 4.7424 -3.6556  0.40
H 0.5932 4.1269 -4.4671  0.54
H -2.1616 -0.6246 -4.0719  0.34
H -0.3692 -2.1556 -5.4283  0.54
H 1.9708 -3.4106 -4.7174  0.43
H 3.7270 -4.0067 -3.1263  0.42
H 4.9892 -3.0719 -2.3118  0.45
H 4.3594 -2.5329 -3.8785  0.44
H 2.2316 -3.8477 -1.0585  0.39
H 1.9131 -2.2704 -0.3365  0.05
H 3.5469 -2.9703 -0.2382  0.40
H 3.8921 -0.2608 -2.7942  0.36
H 4.4375 -0.8412 -1.2061  0.40
H 2.8067 -0.1675 -1.4030  0.14
Te -1.5266 -3.7490 -3.5607  -0.44
I 3.1106 1.5660 3.8659  -0.22
C 2.9575 0.5133 1.9971  -1.29
H 3.5320 -0.4060 2.1415  0.59
H 3.5159 1.1359 1.2932  0.52